DFT (ωB97M-V/def2-TZVPD) results for a cluster of 2 separate species, C18H20NO3 in total at a distorted geometry.

Each line ends with the Mulliken charge.
Geometry (Å):
C1 6.4644 2.4418 -1.1164  -0.8004
O1 5.8930 1.1104 -1.1203  -0.4136
C2 4.5419 0.9684 -1.1136  0.8593
C3 4.0243 -0.3526 -1.1108  -0.8793
C4 2.6620 -0.5636 -1.0912  -0.5410
C5 1.7449 0.5214 -1.0664  0.5259
C6 0.3263 0.3083 -0.9682  1.1680
O2 -0.3829 1.4734 -0.9175  -0.4470
C7 -1.7652 1.4447 -0.9202  0.2914
C8 -2.4558 0.2133 -0.8976  1.0767
C9 -3.8723 0.2758 -0.9676  -0.5831
C10 -4.5150 1.4990 -1.0798  -0.7194
C11 -3.7865 2.6990 -1.1133  -0.4033
C12 -2.3993 2.6776 -1.0380  -0.6446
C13 -1.6979 -0.9781 -0.8623  -1.0819
C14 -0.3095 -0.9250 -0.9214  -0.6176
C15 2.2743 1.8334 -1.1028  -0.7281
C16 3.6385 2.0618 -1.1153  -0.4787
H1 7.5388 2.2633 -1.1159  0.2434
H2 6.1790 3.0064 -2.0143  0.3455
H3 6.1787 3.0049 -0.2176  0.3436
H4 4.7192 -1.1880 -1.1295  0.4330
H5 2.2614 -1.5751 -1.0863  0.3603
H6 -4.4192 -0.6701 -0.9662  0.4303
H7 -5.6012 1.5353 -1.1537  0.4019
H8 -4.2989 3.6581 -1.1626  0.4116
H9 -1.7963 3.5848 -1.0653  0.4571
H10 -2.2155 -1.9342 -0.9558  0.8454
H11 0.3026 -1.8265 -0.9331  0.3414
H12 1.6256 2.7071 -1.1100  0.4128
H13 4.0141 3.0878 -1.1345  0.3916
O3 -2.1445 -4.3341 3.6894  -0.5198
C17 -2.5372 -2.9755 3.8573  -0.5829
C18 -1.8677 -2.2504 2.7103  -0.2954
N1 -2.0734 -3.0153 1.4958  -0.4762
H14 -2.3510 -4.8192 4.5012  0.3222
H15 -3.6246 -2.8851 3.7244  0.3086
H16 -2.1935 -2.5597 4.8134  0.3710
H17 -2.2414 -1.2225 2.5917  0.2407
H18 -0.7836 -2.2262 2.8927  0.2756
H19 -2.8570 -3.6579 1.5940  0.2108
H20 -2.1993 -2.4170 0.6972  0.1438

ΔE to the lowest compared entry with this formula, charge and spin ... 0.0 kJ/mol
Charge ... +1
HOMO level ... -11.462 eV
LUMO level ... -0.1845 Ha
Kohn-Sham gap ... 6.44 eV



DFT (ωB97M-V/def2-TZVPD) results for a structure of composition C41H64Br2NO17S at a distorted geometry.

Each line ends with the Mulliken charge.
Geometry (Å):
C1 0.8500 0.3954 -0.4051  -1.0421
C2 0.5295 -0.9279 -1.0366  0.2640
Br1 1.1389 -2.4594 -0.0409  -0.1804
C3 -0.0888 -1.0800 -2.1903  -0.6046
Br2 -0.3774 -2.9040 -2.7861  -0.1028
C4 -0.5510 0.1076 -3.0699  2.3140
S1 -1.5495 -0.5737 -4.4804  1.4871
C5 -2.2501 0.7721 -5.4541  -1.0653
O1 -0.7233 -1.3234 -5.3855  -0.5064
O2 -2.6873 -1.2848 -3.9745  -0.6868
C6 0.7537 0.7283 -3.6580  -2.2333
C7 0.7172 2.2294 -4.0340  1.5733
C8 1.8424 3.0200 -3.3149  -1.7550
C9 1.1178 2.3010 -5.5433  -1.6966
N1 -0.6071 2.8701 -3.9365  0.9967
O3 -0.6186 4.0944 -4.2975  -0.7480
C10 -1.3553 2.6121 -2.6936  2.5648
C11 -2.8124 3.1472 -2.9475  -1.6430
C12 -0.8712 3.4662 -1.4924  -2.2757
C13 -1.5066 1.0961 -2.3273  -3.2871
H1 0.8791 1.2294 -1.0988  -0.2662
H2 0.0448 0.6185 0.3100  0.3107
H3 1.7569 0.3500 0.1983  0.5791
H4 -3.0873 1.2289 -4.9332  0.2981
H5 -2.6542 0.2765 -6.3394  0.5224
H6 -1.5019 1.4881 -5.7851  0.2713
H7 1.0401 0.1464 -4.5377  0.7237
H8 1.5765 0.5921 -2.9575  0.0600
H9 2.7844 2.7517 -3.7987  0.4677
H10 1.9549 2.7442 -2.2635  0.3605
H11 1.7106 4.0963 -3.4263  0.3540
H12 1.1531 3.3282 -5.9037  0.3732
H13 2.1465 1.9282 -5.5936  0.4864
H14 0.5274 1.6257 -6.1653  0.4305
H15 -3.5415 2.6266 -2.3279  0.3397
H16 -3.0632 3.1315 -4.0080  0.4758
H17 -2.7963 4.2047 -2.6806  0.3256
H18 -1.5324 3.1981 -0.6685  0.5529
H19 -1.0070 4.5117 -1.7011  0.8427
H20 0.1548 3.2436 -1.1890  0.0162
H21 -1.4636 1.0169 -1.2429  0.5896
H22 -2.5205 0.7898 -2.5940  0.5490
O4 2.2883 -5.5504 1.5029  -0.5980
C14 1.1716 -5.9784 1.4627  0.5127
O5 0.0903 -5.1961 1.2156  -0.2894
C15 -1.1136 -5.9734 1.3397  -0.3237
C16 -0.6790 -7.4163 1.1400  -0.5233
C17 0.7346 -7.4070 1.7114  -0.4923
H23 -1.5369 -5.8023 2.3305  0.0408
H24 -1.8312 -5.6497 0.5882  0.4170
H25 -1.3447 -8.1350 1.6148  0.3514
H26 -0.6415 -7.6470 0.0740  0.2739
H27 0.7435 -7.5957 2.7861  0.2650
H28 1.3887 -8.1069 1.1989  0.3049
O6 1.8451 -6.8467 -8.0753  -0.5933
C18 1.8329 -6.0027 -7.2256  0.4536
O7 0.6947 -5.4405 -6.7524  -0.3720
C19 1.0161 -4.3864 -5.8218  -0.0541
C20 2.4171 -4.7039 -5.3342  0.2313
C21 3.0377 -5.3744 -6.5544  -0.4922
H29 0.9632 -3.4307 -6.3466  0.1549
H30 0.2874 -4.3812 -5.0156  -0.0589
H31 2.9565 -3.8291 -4.9889  -0.2174
H32 2.3692 -5.4187 -4.5079  0.2845
H33 3.4833 -4.6481 -7.2362  0.2715
H34 3.7664 -6.1327 -6.2800  0.3407
O8 -2.0859 5.4744 -0.2371  -0.5985
C22 -1.6174 6.4283 0.3218  0.4194
O9 -1.4132 6.4761 1.6542  -0.1387
C23 -0.9426 7.7834 2.0400  -0.4622
C24 -0.3454 8.3717 0.7714  -0.6147
C25 -1.2137 7.7423 -0.3145  -0.4269
H35 -1.7882 8.3623 2.4118  0.2883
H36 -0.2130 7.6824 2.8377  0.3279
H37 -0.3439 9.4601 0.7635  0.3429
H38 0.6864 8.0337 0.6548  0.2833
H39 -2.1122 8.3284 -0.5134  0.3064
H40 -0.6608 7.5734 -1.2354  0.2563
O10 -1.7451 6.9955 4.8679  -0.5710
C26 -1.6714 5.8144 5.0614  0.4297
O11 -1.2751 5.2719 6.2405  -0.3720
C27 -1.1860 3.8393 6.1078  -0.3970
C28 -2.0850 3.4907 4.9344  -0.3306
C29 -1.9512 4.7219 4.0540  -0.1976
H41 -0.1415 3.5745 5.9257  0.2530
H42 -1.5106 3.3687 7.0340  0.2670
H43 -1.8098 2.5644 4.4341  0.2111
H44 -3.1170 3.3920 5.2768  0.2900
H45 -1.1039 4.6458 3.3733  0.1629
H46 -2.8611 4.9319 3.5002  0.3142
O12 -2.3619 0.2774 3.5957  -0.5884
C30 -2.2785 -0.9019 3.7892  0.2668
O13 -1.8666 -1.4295 4.9669  -0.2908
C31 -1.7641 -2.8645 4.8468  -0.3618
C32 -2.6667 -3.2290 3.6804  -0.0649
C33 -2.5534 -2.0004 2.7867  -0.0099
H47 -0.7182 -3.1216 4.6589  0.2413
H48 -2.0779 -3.3273 5.7767  0.3940
H49 -2.3807 -4.1565 3.1938  -0.2331
H50 -3.6966 -3.3353 4.0268  0.3369
H51 -1.7052 -2.0666 2.1019  -0.0939
H52 -3.4724 -1.8121 2.2378  0.3995
O14 5.3758 -1.8795 -5.4639  -0.6038
C34 5.1890 -1.8850 -4.2827  0.4443
O15 3.9542 -1.9893 -3.7273  -0.2596
C35 4.0431 -1.8594 -2.2992  0.2052
C36 5.4806 -2.2162 -1.9568  -0.5733
C37 6.2338 -1.7393 -3.1951  -0.4776
H53 3.7944 -0.8290 -2.0287  0.0463
H54 3.3292 -2.5309 -1.8245  -0.0019
H55 5.8255 -1.7654 -1.0278  0.3712
H56 5.5796 -3.2989 -1.8614  0.2892
H57 6.5203 -0.6890 -3.1214  0.2609
H58 7.1035 -2.3547 -3.4084  0.3242
O16 -1.8868 -3.3335 8.0067  -0.5751
C38 -1.4218 -2.3689 8.5444  0.5555
O17 -1.2047 -2.3062 9.8795  -0.3775
C39 -0.7443 -0.9944 10.2416  -0.4562
C40 -0.1646 -0.4100 8.9648  -0.5532
C41 -1.0353 -1.0545 7.8898  -0.1169
H59 -1.5950 -0.4190 10.6138  0.2545
H60 -0.0039 -1.0786 11.0342  0.3328
H61 -0.1749 0.6787 8.9483  0.3024
H62 0.8696 -0.7376 8.8433  0.2870
H63 -1.9394 -0.4772 7.6936  0.2126
H64 -0.4872 -1.2195 6.9692  0.1473

ΔE to the lowest compared entry with this formula, charge and spin ... 36.6 kJ/mol
Charge ... 0
HOMO level (spin up / spin down) ... -8.745 / -9.326 eV
LUMO level (spin up / spin down) ... 0.0057 / -0.0035 Ha
Kohn-Sham gap (spin up / spin down) ... 8.90 / 9.23 eV
Expectation value of S² ... 0.754
Spin multiplicity ... 2



DFT (ωB97M-V/def2-TZVPD) results for a structure of composition C37H26CoN9Se3 at a distorted geometry.

Each line ends with the Mulliken charge.
Geometry (Å):
Co1 0.3681 -1.2416 -1.8888  -0.7796
C1 -0.8762 -5.0000 3.1049  -0.5998
C2 0.5098 -5.1323 3.1356  -0.6911
C3 1.3036 -4.6623 2.1029  -0.3912
C4 0.6676 -4.0457 1.0393  0.8451
C5 1.1575 -3.4151 -0.1672  -0.0931
N1 0.1285 -2.7580 -0.7939  -0.0416
C6 -1.0325 -3.0763 -0.1400  0.0583
N2 -2.2365 -2.7601 -0.5361  -0.7284
C7 -2.4304 -1.8278 -1.4511  -0.0176
C8 -3.7092 -1.4854 -2.0078  0.0976
C9 -4.9563 -2.0951 -1.9777  -0.2336
C10 -5.9800 -1.5154 -2.7015  -0.5766
C11 -5.7857 -0.3361 -3.4262  -0.5859
C12 -4.5566 0.2913 -3.4486  -0.2564
C13 -3.5132 -0.2980 -2.7467  0.5239
C14 -2.1235 0.0285 -2.6137  -0.2030
N3 -1.5880 1.1604 -3.0267  -0.5058
C15 -0.2967 1.3430 -3.0053  -0.2347
N4 0.6401 0.3532 -2.8534  0.0142
C16 1.8701 0.9043 -3.1027  0.0648
N5 2.9725 0.2299 -3.2940  -0.7578
C17 3.0446 -1.0473 -2.9532  -0.1493
N6 2.1854 -1.6556 -2.0752  0.1576
C18 2.7477 -2.8477 -1.7016  -0.6108
N7 2.3517 -3.5761 -0.6704  -0.4430
C19 3.9199 -3.0929 -2.4850  0.5063
C20 4.7521 -4.1969 -2.6047  -0.3744
C21 5.7568 -4.1527 -3.5475  -0.6122
C22 5.9534 -3.0159 -4.3409  -0.5585
C23 5.1516 -1.8988 -4.2128  -0.3281
C24 4.1140 -1.9411 -3.2881  0.6468
C25 1.7398 2.3357 -3.2592  0.4458
C26 2.6694 3.3587 -3.3219  -0.4028
C27 2.1938 4.6590 -3.3586  -0.5604
C28 0.8285 4.9361 -3.3474  -0.5748
C29 -0.1073 3.9171 -3.2810  -0.2353
C30 0.3608 2.6135 -3.2223  0.3725
N8 -1.4808 -0.9424 -1.8906  0.1287
C31 -0.7295 -3.8695 1.0293  0.2194
C32 -1.5152 -4.3623 2.0568  -0.2614
H1 -1.4555 -5.3948 3.9283  0.3915
H2 0.9700 -5.6015 3.9926  0.4076
H3 2.3808 -4.7400 2.1310  0.5031
H4 -5.1030 -3.0116 -1.4288  0.5296
H5 -6.9556 -1.9808 -2.7206  0.3907
H6 -6.6134 0.0781 -3.9866  0.4040
H7 -4.3916 1.1992 -4.0074  0.5320
H8 4.5847 -5.0676 -1.9906  0.5438
H9 6.3867 -5.0195 -3.6972  0.4183
H10 6.7388 -3.0237 -5.0842  0.3979
H11 5.2905 -1.0236 -4.8308  0.5394
H12 3.7266 3.1381 -3.3121  0.5237
H13 2.8916 5.4846 -3.3777  0.3859
H14 0.5008 5.9677 -3.3611  0.3882
H15 -1.1645 4.1265 -3.2283  0.5874
H16 -2.5834 -4.2224 2.0456  0.5338
C33 1.0907 0.9643 3.9064  -0.9564
Se1 0.3980 -0.3992 2.6766  0.1154
C34 1.1882 0.2991 1.0244  0.3568
C35 2.6936 0.2035 0.9552  -0.9098
Se2 3.3875 -1.5118 1.6461  0.1134
C36 5.0465 -1.4975 0.6142  -0.7124
H17 0.6040 0.8148 4.8664  0.3414
H18 0.8436 1.9475 3.5120  0.2689
H19 2.1656 0.8425 4.0161  0.2596
H20 0.8685 1.3393 0.9028  0.2977
H21 0.7255 -0.2988 0.2200  -0.7048
H22 3.1700 0.9895 1.5494  0.5725
H23 3.0193 0.2775 -0.0855  0.2505
H24 4.8315 -1.7177 -0.4281  0.0549
H25 5.7051 -2.2578 1.0227  0.3452
H26 5.5172 -0.5229 0.7092  0.3288
Se3 -1.1793 2.7750 -0.0651  -0.2117
C37 -2.2377 4.1690 0.2196  0.1439
N9 -2.9236 5.0753 0.4266  -0.7044

ΔE to the lowest compared entry with this formula, charge and spin ... 169.0 kJ/mol
Charge ... -1
HOMO level (spin up / spin down) ... -3.918 / -3.922 eV
LUMO level (spin up / spin down) ... 0.0190 / 0.0197 Ha
Kohn-Sham gap (spin up / spin down) ... 4.43 / 4.46 eV
Expectation value of S² ... 0.757
Spin multiplicity ... 2